Run A
This record from the OMol25 dataset describes a gas-phase ion, C6H12N3S (charge +1). The level of theory is the ωB97M-V functional and the def2-TZVPD basis.

The geometry in XYZ format:
```
22
Properties=species:S:1:pos:R:3:mulliken_charge:R:1
C -3.167 -0.373 -0.192 -0.97
H 2.346 -0.803 2.058 0.25
H -3.218 -1.290 -0.880 0.30
C 1.079 0.088 0.728 -0.11
C 0.785 -0.348 -0.647 0.40
H -3.999 0.315 -0.539 0.30
N -1.391 1.299 0.330 -0.08
C 0.878 -1.748 -0.975 -1.38
C -1.918 0.453 -0.373 0.38
H 0.423 -0.490 1.448 0.34
N 0.798 1.493 1.002 -0.20
H 0.706 -2.277 0.015 0.30
H 1.936 -1.867 -1.110 0.40
H 1.487 2.224 1.165 0.26
H 3.234 0.099 1.070 0.21
S 0.986 0.972 -1.749 -0.06
N 2.423 -0.401 1.106 -0.48
H 0.716 0.328 -2.864 0.19
C -0.419 2.058 0.571 -0.21
H -3.355 -0.874 0.801 0.31
H 0.099 -2.022 -1.590 0.51
H -0.429 3.164 0.625 0.33
```

Calculated values
M	158.25	g mol⁻¹
E_LUMO (alpha / beta)	-5.4215 / -4.3107	eV
total charge	+1
multiplicity	1
highest occupied orbital energy (alpha / beta)	-11.0 / -12.0	eV



Run B
This record from the OMol25 dataset describes a gas-phase ion, C6H12N3S (charge +1). The level of theory is the ωB97M-V functional and the def2-TZVPD basis.

The geometry in XYZ format:
```
22
Properties=species:S:1:pos:R:3:mulliken_charge:R:1
C 0.455 -2.226 0.188 -1.28
S 1.531 2.598 -1.293 -0.21
H -1.541 2.911 -0.470 0.32
N -0.555 -0.002 0.656 0.17
H -2.404 1.600 0.510 0.33
H -0.740 -0.762 2.623 0.36
H -1.972 -1.266 1.443 0.42
H 0.499 -2.394 1.263 0.34
C 0.658 1.340 -0.800 -0.05
H -1.587 3.022 1.070 0.32
C -1.544 2.230 0.320 -0.83
C -1.395 -0.491 1.779 -0.95
N 0.865 -0.030 -1.022 0.04
H -0.268 -3.001 -0.192 0.31
H -1.972 0.316 2.104 0.39
H 1.955 -1.488 -2.006 0.34
C 1.969 -0.409 -1.932 -0.99
H 1.904 0.199 -2.872 0.31
N -0.382 1.359 0.352 -0.01
C 0.215 -0.771 -0.083 0.79
H 1.426 -2.520 -0.175 0.39
H 2.882 -0.219 -1.464 0.48
```

Calculated values
SMILES	Cc1n(C)c(=S)n(C)[n+]1C
M	158.25	g mol⁻¹
E_LUMO	-3.8171	eV
total charge	+1
multiplicity	1
highest occupied orbital energy	-12.7	eV



Most stable of them? run B.



Run A
This record from the OMol25 dataset describes a single C4H11N2O molecule. The level of theory is the ωB97M-V functional and the def2-TZVPD basis.

The geometry in XYZ format:
```
18
Properties=species:S:1:pos:R:3:lowdin_spin:R:1
H -1.348 0.274 1.381 0.00
H 0.331 -0.088 1.575 0.00
H 2.146 1.519 -1.284 0.00
H 1.491 1.277 0.218 0.00
C -0.563 -0.414 1.042 0.08
C -1.039 -1.861 1.601 0.10
H -0.297 -2.669 1.473 0.00
H -1.783 -2.025 0.808 0.05
C 0.709 -0.144 -1.224 0.00
N 0.218 2.242 -1.267 0.00
H -0.659 2.076 -0.789 0.00
H -0.883 -1.307 -0.745 0.00
C 1.175 1.242 -0.824 0.00
H 0.492 -0.261 -2.280 0.00
H 1.486 -0.869 -0.960 0.00
O -1.565 -1.711 2.808 0.74
H 0.569 3.179 -1.141 0.00
N -0.479 -0.460 -0.391 0.03
```

Calculated values
M	103.14	g mol⁻¹
E_LUMO (alpha / beta)	0.9962 / -1.5719	eV
total charge	0
multiplicity	2
highest occupied orbital energy (alpha / beta)	-8.8 / -8.8	eV



Run B
This record from the OMol25 dataset describes a single C4H11N2O molecule. The level of theory is the ωB97M-V functional and the def2-TZVPD basis.

The geometry in XYZ format:
```
18
Properties=species:S:1:pos:R:3:lowdin_spin:R:1
H 0.316 1.813 0.781 0.00
C -0.420 -0.033 -0.045 0.04
C -1.765 -0.170 0.728 0.08
H 2.040 1.317 -0.807 0.00
H 1.675 -1.117 -0.711 0.00
N -0.553 0.467 -1.470 0.01
H 2.653 -1.311 0.536 0.00
H -1.451 -0.478 1.823 0.05
H -2.190 0.890 0.821 0.00
H 2.884 1.181 0.799 0.00
H -1.247 1.257 -1.455 0.00
H -1.283 -0.232 -1.839 0.01
H 0.723 0.142 1.647 0.00
C 0.651 0.806 0.739 0.00
C 2.076 0.746 0.127 0.00
H -0.048 -1.093 0.008 0.00
O -2.552 -1.158 0.162 0.80
N 2.424 -0.638 -0.272 0.00
```

Calculated values
M	103.14	g mol⁻¹
E_LUMO (alpha / beta)	0.8910 / -1.9660	eV
total charge	0
multiplicity	2
highest occupied orbital energy (alpha / beta)	-9.2 / -9.2	eV



Run C
This record from the OMol25 dataset describes a single C4H11N2O molecule. The level of theory is the ωB97M-V functional and the def2-TZVPD basis.

The geometry in XYZ format:
```
18
Properties=species:S:1:pos:R:3:lowdin_spin:R:1
N -0.518 -1.375 2.703 0.01
H -0.968 -1.507 3.592 0.00
H 0.569 1.635 0.540 0.14
H 0.927 0.071 -3.201 0.01
H 1.343 -0.864 -1.805 0.01
H -0.551 1.569 -1.983 0.03
C -0.585 -0.238 1.982 0.08
H -0.305 -0.827 -2.470 0.01
C -0.028 -0.305 0.568 0.12
H -1.071 1.346 0.045 0.09
C 0.259 1.053 -1.497 0.16
H 1.115 1.725 -1.543 0.05
H 0.991 -0.679 0.604 0.04
N -0.077 1.019 -0.029 0.15
C 0.560 -0.234 -2.209 0.04
O -1.003 0.823 2.411 0.04
H -0.068 -2.164 2.270 0.00
H -0.592 -1.048 0.021 0.02
```

Calculated values
M	103.14	g mol⁻¹
E_LUMO (alpha / beta)	0.6576 / 0.5249	eV
total charge	0
multiplicity	2
highest occupied orbital energy (alpha / beta)	-3.2 / -10.5	eV



Most stable of them? run C.